a | The following is a DFT calculation (the ωB97M-V functional and the def2-TZVPD basis) of an isolated molecule of C2H4N4O.

XYZ file:
```
11
C2H4N4O, DFT the ωB97M-V functional and the def2-TZVPD basis
N -1.59 1.46 0.67
C -0.62 0.62 0.16
N 0.26 1.01 -0.74
N 1.06 -0.09 -0.83
C 0.59 -1.05 -0.02
O 1.20 -2.25 0.09
N -0.47 -0.65 0.63
H -1.77 2.27 0.09
H -2.43 0.98 0.96
H 1.74 -0.18 -1.57
H 2.04 -2.11 0.54
```

HOMO energy (eV): -8.6
SMILES string: Nc1n[nH]c(O)n1
Frontier orbital gap (hartree): 0.3375
Spin multiplicity: 1

b | The following is a DFT calculation (the ωB97M-V functional and the def2-TZVPD basis) of an isolated molecule of C2H4N4O.

XYZ file:
```
11
C2H4N4O, DFT the ωB97M-V functional and the def2-TZVPD basis
N -0.66 -1.79 1.25
C -0.40 -0.63 0.40
N -1.63 -0.98 0.37
N -0.64 1.39 -1.27
C 0.48 1.09 -0.74
O 1.63 1.76 -0.98
N 0.67 0.03 0.15
H -0.79 -1.69 2.25
H -0.46 -2.73 0.92
H -0.53 2.20 -1.88
H 2.32 1.33 -0.45
```

HOMO energy (eV): -9.1
Frontier orbital gap (hartree): 0.3472
Spin multiplicity: 1

c | The following is a DFT calculation (the ωB97M-V functional and the def2-TZVPD basis) of an isolated molecule of C2H4N4O.

XYZ file:
```
11
C2H4N4O, DFT the ωB97M-V functional and the def2-TZVPD basis
C 1.37 -1.08 0.30
O 1.00 0.10 -0.32
N -0.16 0.52 -0.04
C -1.12 0.63 -0.94
N -2.21 0.94 -0.30
N -1.83 1.27 0.96
N -0.61 0.95 1.27
H 0.88 -1.12 1.44
H 1.07 -1.92 -0.50
H 2.49 -0.91 0.24
H -0.88 0.61 -2.11
```

HOMO energy (eV): -10.0
SMILES string: COn1cnnn1
Frontier orbital gap (hartree): 0.3915
Spin multiplicity: 1

d | The following is a DFT calculation (the ωB97M-V functional and the def2-TZVPD basis) of an isolated molecule of C2H4N4O.

XYZ file:
```
11
C2H4N4O, DFT the ωB97M-V functional and the def2-TZVPD basis
C -1.95 -0.61 0.14
N -0.47 -0.50 -0.26
N 0.47 -1.41 -0.09
N 1.60 -0.83 0.24
N 1.30 0.54 -0.11
C -0.04 0.73 -0.06
O -0.46 1.92 0.03
H -2.24 0.48 -0.08
H -2.19 -1.61 -0.56
H -2.29 -0.93 1.15
H 1.99 1.42 0.36
```

HOMO energy (eV): -9.8
SMILES string: Cn1nn[nH]c1=O
Frontier orbital gap (hartree): 0.3764
Spin multiplicity: 1

Stability, descending: a, b, d, c

a | The following is a DFT calculation (the ωB97M-V functional and the def2-TZVPD basis) of an isolated molecule of C2H4N4O.

XYZ file:
```
11
C2H4N4O, DFT the ωB97M-V functional and the def2-TZVPD basis
N -2.13 -0.42 -0.06
C -0.84 0.03 -0.17
N -0.52 1.30 -0.10
N 0.85 1.21 -0.01
C 1.21 -0.08 -0.04
O 2.46 -0.41 -0.07
N 0.19 -0.90 -0.12
H -2.19 -1.42 0.14
H -2.92 0.09 0.32
H 1.38 2.03 -0.05
H 2.51 -1.42 0.15
```

HOMO energy (eV): -8.3
SMILES string: Nc1n[nH]c(O)n1
Frontier orbital gap (hartree): 0.3282
Spin multiplicity: 1

b | The following is a DFT calculation (the ωB97M-V functional and the def2-TZVPD basis) of an isolated molecule of C2H4N4O.

XYZ file:
```
11
C2H4N4O, DFT the ωB97M-V functional and the def2-TZVPD basis
N 0.20 -0.66 -1.69
N -0.12 -0.36 -0.41
C -0.33 -1.10 0.70
N -0.25 -0.43 1.83
C 0.14 0.86 1.49
O 0.17 1.87 2.16
N 0.28 0.92 0.04
H 1.17 -0.37 -1.83
H -0.37 -0.16 -2.36
H -0.66 -2.22 0.63
H -0.23 1.64 -0.54
```

HOMO energy (eV): -9.3
SMILES string: Nn1cnc(=O)[nH]1
Frontier orbital gap (hartree): 0.3577
Spin multiplicity: 1

c | The following is a DFT calculation (the ωB97M-V functional and the def2-TZVPD basis) of an isolated molecule of C2H4N4O.

XYZ file:
```
11
C2H4N4O, DFT the ωB97M-V functional and the def2-TZVPD basis
H 2.48 -1.50 -0.09
N 2.37 -0.53 0.12
C 1.22 -0.08 0.00
N 0.80 1.27 0.10
C -0.48 1.23 0.02
N -1.11 0.01 -0.33
N -2.28 -0.45 0.21
O 0.04 -0.92 -0.16
H -1.10 2.09 -0.26
H -2.15 -0.90 1.22
H -2.45 -1.29 -0.39
```

HOMO energy (eV): -9.4
SMILES string: [H]/N=c1/ncn(N)o1
Frontier orbital gap (hartree): 0.3534
Spin multiplicity: 1

Stability, descending: a, b, c